30
Properties=species:S:1:pos:R:3:lowdin_charge:R:1 method="wB97M-V/def2-TZVPD" charge=-2 e_lumo_ev=5.90 e_above_lowest_kj_mol=0.0 e_tot_ev=-22293.012 mol_weight_g_mol=207.2 homo_ev=-1.301 multiplicity=1
H -2.586 0.621 -2.536 0.00
H 1.044 2.986 -0.958 0.01
H 0.539 -2.734 0.749 0.01
O 1.276 -3.475 0.734 -0.20
O 0.769 3.667 -0.238 -0.17
H -3.125 0.384 -1.233 -0.06
C -0.082 -0.204 0.809 -0.34
O -2.045 -0.722 -0.258 -0.04
H 0.780 -4.066 0.056 0.06
H 0.053 0.293 -3.679 -0.09
O 1.501 1.435 -1.674 -0.35
C -1.112 -1.215 0.426 -0.71
H -1.577 0.592 3.634 0.12
H 2.265 1.545 0.113 0.09
O 0.783 -0.186 -3.769 -0.10
N 0.150 -0.151 2.223 0.02
C 1.182 -0.484 -0.119 -0.12
H 1.856 -1.226 0.378 0.09
O -2.656 0.481 3.385 -0.13
H 0.738 -1.029 -1.028 0.12
C 2.071 0.735 -0.664 -0.45
H -0.063 3.464 0.233 0.01
H 0.275 -0.971 2.765 0.05
O -3.408 0.606 -2.081 -0.06
H 1.064 0.339 2.427 0.10
H -0.298 0.860 0.626 0.13
O -1.142 -2.291 1.034 -0.03
H 3.019 0.234 -0.971 0.08
H -2.493 0.356 2.509 -0.08
H 1.222 0.156 -2.892 0.03

=====

13
Properties=species:S:1:pos:R:3:lowdin_charge:R:1 method="wB97M-V/def2-TZVPD" e_lumo_ev=0.86 e_above_lowest_kj_mol=97.0 e_tot_ev=-9025.265 mol_weight_g_mol=90.1 homo_ev=-9.692 multiplicity=1
O -1.986 -0.631 -0.664 -0.07
H 1.038 -1.972 0.334 0.13
H -1.673 -1.474 -1.031 0.09
C 1.180 -0.935 0.005 -0.07
H -1.580 0.498 1.040 0.12
H 1.639 1.490 -0.364 0.09
F 2.513 -0.707 -0.292 -0.02
C 0.552 1.382 -0.233 -0.06
C 0.290 0.026 0.116 -0.33
H 0.041 1.734 -1.158 0.11
H -1.104 -1.142 1.209 0.12
C -1.116 -0.309 0.470 -0.21
H 0.208 2.042 0.568 0.09

=====

9
Properties=species:S:1:pos:R:3:lowdin_charge:R:1 method="wB97M-V/def2-TZVPD" charge=-1 e_lumo_ev="3.28 / 2.97" e_above_lowest_kj_mol=520.8 e_tot_ev=-19477.896 mol_weight_g_mol=121.0 homo_ev="-4.270 / -4.431" multiplicity=1
O -0.704 1.299 3.005 -0.43
C 1.256 0.507 1.208 -0.38
O -0.592 -1.887 1.242 -0.37
O -0.849 1.998 0.555 -0.42
N 2.180 0.045 0.788 0.05
H 0.176 -1.723 1.848 -0.09
N -0.854 2.010 -0.781 0.02
H -0.083 1.526 -1.145 -0.01
P -0.512 0.799 1.639 0.63

=====

19
Properties=species:S:1:pos:R:3:lowdin_charge:R:1 method="wB97M-V/def2-TZVPD" e_lumo_ev=0.99 e_above_lowest_kj_mol=255.1 e_tot_ev=-9263.660 mol_weight_g_mol=104.2 homo_ev=-8.799 multiplicity=1
H -3.112 -0.036 -0.220 0.07
N -1.272 -0.407 1.682 0.06
H 1.031 -0.628 -0.803 0.01
C -2.205 0.543 -0.405 -0.09
H 3.004 0.578 0.412 0.06
H -1.711 0.148 -1.298 0.06
H 0.552 -1.909 -1.722 0.07
H 1.194 2.307 -1.029 0.06
C 1.856 1.979 -0.237 -0.14
H 2.004 2.681 0.588 0.07
C -1.250 0.414 0.734 -0.34
H 0.077 -1.927 1.033 0.01
H 1.507 -2.493 0.441 0.05
H -2.462 1.579 -0.567 0.06
H -2.058 -1.060 1.653 0.06
N 0.362 -1.403 -0.859 -0.09
H -0.423 1.121 0.734 0.07
N 0.523 -2.337 0.213 -0.09
N 2.384 0.849 -0.351 0.02

=====

84
Properties=species:S:1:pos:R:3:lowdin_charge:R:1 method="wB97M-V/def2-TZVPD" e_lumo_ev="-0.45 / -0.41" e_above_lowest_kj_mol=149.9 e_tot_ev=-199867.580 mol_weight_g_mol=1110.3 homo_ev="-7.188 / -7.199" multiplicity=2
C -1.657 0.895 -3.304 -0.29
S 3.474 -3.992 0.394 0.54
H 6.541 -0.129 5.196 0.10
H 0.169 4.199 -3.281 0.07
N 2.069 0.377 -2.159 0.01
C -2.646 -2.893 1.763 -0.10
H -3.513 -0.083 -3.782 0.10
H -2.811 2.794 -1.832 0.07
O -0.646 -1.974 -1.779 -0.46
H 2.646 -0.571 6.947 0.11
C 2.297 -1.621 -3.534 -0.03
H -2.777 -0.649 -2.267 0.07
C 2.682 -0.179 4.852 -0.16
H -1.982 -3.539 2.328 0.11
H -2.348 1.549 4.047 0.08
H -6.180 -0.630 -0.619 0.12
C 2.536 -2.792 -0.133 -1.02
C -2.126 -1.757 1.208 -0.58
I 2.621 0.126 1.939 1.19
C 5.463 -0.130 5.093 -0.13
C 3.275 -0.387 6.076 -0.08
H 2.836 -1.850 -4.456 0.09
H 4.480 2.145 -0.541 0.09
C -3.001 -0.884 0.486 -0.25
F -0.500 -3.101 -4.328 0.13
O 0.296 -4.244 -1.522 -0.24
H 5.117 -0.542 7.140 0.10
H -3.518 3.310 -0.319 0.09
N -0.428 2.139 1.452 0.06
C 4.273 -0.563 -2.530 -0.01
N -0.777 1.120 -2.318 0.01
H 5.850 0.274 -1.303 0.11
O -2.110 -3.831 -1.093 -0.24
H 4.833 -1.371 -2.986 0.13
F -0.949 -5.112 -3.740 0.15
C -0.670 2.024 2.765 -0.32
S -0.875 -3.460 -1.730 0.56
H 2.286 -2.509 -2.907 0.08
C -0.355 3.247 -3.309 -0.16
N 1.884 -1.850 -0.471 -0.11
C -4.822 -2.471 0.799 -0.04
C 4.655 -0.371 6.197 -0.08
C -3.331 1.192 -0.491 -0.33
F -2.528 -3.652 -3.790 0.13
C -0.128 2.304 -2.330 -0.47
C -3.990 -3.264 1.514 -0.07
C 0.122 2.696 3.725 -0.03
C -4.346 -1.233 0.312 -0.15
C 3.501 0.038 3.771 -0.74
H 1.677 4.142 4.011 0.11
C -4.692 0.901 -0.733 -0.02
Sb 1.338 3.073 -0.964 1.54
C 4.820 0.341 -1.634 -0.04
H -2.433 0.909 2.391 0.05
C -1.791 1.128 3.218 -0.03
H -2.445 1.432 -5.193 0.12
C 4.879 0.060 3.854 -0.71
H -1.841 2.696 -0.352 0.04
H 1.272 -1.382 -3.797 0.06
H -1.215 3.660 -5.220 0.12
H 1.615 -0.233 4.720 0.09
C -1.236 -3.840 -3.500 -0.67
C -1.823 1.777 -4.388 -0.01
C -2.563 -0.301 -3.292 -0.01
C 1.086 3.579 3.304 -0.07
S -0.396 -1.483 1.377 0.64
C 4.023 1.389 -1.159 -0.16
C 0.600 2.902 1.057 -0.53
H -2.094 -1.130 -3.808 0.07
C 2.906 -0.505 -2.753 -0.33
H -4.342 -4.214 1.908 0.11
C 2.662 1.343 -1.412 -0.46
C -5.180 -0.317 -0.395 0.01
H -0.067 2.512 4.773 0.12
H -5.332 1.644 -1.196 0.12
H -5.844 -2.738 0.617 0.11
H -1.324 0.169 3.529 0.07
H 2.062 4.369 1.554 0.07
C -2.843 2.582 -0.763 -0.02
Br 5.994 0.277 2.300 0.68
C 1.305 3.712 1.936 -0.17
N -2.502 0.292 -0.010 0.10
C -1.157 2.966 -4.393 -0.05
Ti -0.012 -0.505 -0.736 0.80

=====

19
Properties=species:S:1:pos:R:3:lowdin_charge:R:1 method="wB97M-V/def2-TZVPD" e_lumo_ev=1.16 e_above_lowest_kj_mol=38.8 smiles=CCC.CC e_tot_ev=-5411.647 mol_weight_g_mol=74.2 homo_ev=-11.240 multiplicity=1
H 0.145 -2.882 0.486 0.06
H 2.093 0.936 -0.076 0.07
C 1.363 -1.111 0.004 -0.30
C -1.402 1.807 -0.291 -0.15
C -2.148 1.005 -1.363 -0.16
H -3.053 0.579 -0.957 0.05
H 2.360 0.168 1.496 0.07
H 0.805 0.739 1.048 0.04
H -1.595 0.301 -1.978 0.05
H -0.015 -1.526 1.653 0.07
H -2.548 1.672 -2.153 0.06
H -0.680 1.117 0.151 0.01
C 0.665 -2.075 0.992 -0.12
H 1.373 -2.465 1.733 0.07
C 1.681 0.237 0.645 -0.14
H 2.271 -1.568 -0.374 0.10
H 0.607 -0.951 -0.770 0.09
H -2.008 2.165 0.538 0.07
H -0.833 2.652 -0.679 0.07